ORCA calculation (ωB97M-V with the def2-TZVPD basis set) on C3H3Br9 as an isolated structure.

E: -23282.16826 Eh
Gap between HOMO and LUMO: 0.3523 Eh
Largest force on an atom: 2.49 eV/Å
LUMO energy: -0.0140 hartree
Energy relative to the best compared isomer or geometry (same formula, charge and spin): 0.961 eV

Last column: Mulliken charge in e.
Atoms and positions in Å:
Br (-4.98, 5.80, 9.92)  -0.02
Br (-0.34, 13.68, 5.99)  0.00
Br (-1.05, 7.68, 7.17)  -0.03
Br (-0.18, 10.65, 6.97)  0.11
Br (-4.48, 7.14, 7.07)  0.02
Br (-0.80, 4.78, 5.94)  -0.06
Br (2.08, 12.03, 5.08)  -0.06
Br (0.02, 7.29, 4.15)  0.03
Br (-4.47, 9.09, 9.57)  -0.04
C (-5.28, 7.42, 8.78)  -0.34
C (0.73, 12.31, 6.58)  -0.39
C (-0.05, 6.61, 5.87)  -0.32
H (-6.35, 7.52, 8.64)  0.37
H (1.06, 12.64, 7.51)  0.38
H (0.98, 6.55, 6.18)  0.34

***

ORCA calculation (ωB97M-V with the def2-TZVPD basis set) on a single C3H5ClFN3 molecule.

Structure (SMILES): CN1N=CN(F)[C@@H]1Cl
E: -841.45774 Eh
Gap between HOMO and LUMO: 0.3640 Eh
Largest force on an atom: 6.31 eV/Å
LUMO energy: 0.0304 hartree
Energy relative to the best compared isomer or geometry (same formula, charge and spin): 2.966 eV

Last column: Mulliken charge in e.
Atoms and positions in Å:
Cl (1.33, 1.81, -0.48)  -0.32
F (1.97, -0.68, -1.93)  -0.13
N (-0.51, -0.06, 0.23)  0.48
N (0.05, -1.11, 0.89)  -0.63
N (0.80, -0.82, -1.34)  -0.09
C (-1.34, 0.82, 1.01)  -0.74
C (0.11, 0.30, -0.93)  -0.21
C (0.87, -1.70, 0.18)  -0.02
H (-2.11, 0.35, 1.56)  0.26
H (-0.48, 0.62, -1.70)  0.44
H (-0.47, 1.21, 1.68)  0.33
H (-1.80, 1.75, 0.45)  0.25
H (1.59, -2.50, 0.37)  0.37

***

ORCA calculation (ωB97M-V with the def2-TZVPD basis set) on a 2-piece molecular cluster, CH6N2O overall.

E: -226.26030 Eh
Gap between HOMO and LUMO (spin up / spin down): 0.2827 / 0.3135 Eh
Largest force on an atom: 3.40 eV/Å
LUMO energy (spin up / spin down): 0.0220 / 0.0229 hartree
Energy relative to the best compared isomer or geometry (same formula, charge and spin): 5.639 eV

Last column: Mulliken charge in e.
Atoms and positions in Å:
O (1.09, 0.71, -0.02)  -0.49
N (-1.43, -0.72, -0.09)  -0.46
N (-1.50, 0.65, -0.02)  -0.24
C (1.42, -0.54, -0.05)  -0.54
H (1.37, -1.16, -0.93)  0.32
H (1.12, 1.14, -0.90)  0.35
H (-1.40, -1.27, 0.80)  0.19
H (-0.73, 1.10, -0.64)  0.28
H (1.55, -1.02, 0.86)  0.35
H (-1.49, 1.10, 0.98)  0.24

***

ORCA calculation (ωB97M-V with the def2-TZVPD basis set) on a single C5H10O2 molecule.

E: -346.85703 Eh
Gap between HOMO and LUMO: 0.3322 Eh
Largest force on an atom: 0.61 eV/Å
LUMO energy: 0.0242 hartree
Energy relative to the best compared isomer or geometry (same formula, charge and spin): 4.583 eV

Last column: Mulliken charge in e.
Atoms and positions in Å:
O (-2.49, 1.00, 0.41)  -0.23
O (1.79, 0.21, 1.17)  -0.48
C (0.53, -0.82, -0.55)  -0.59
C (-1.07, 0.80, 0.66)  -0.44
C (1.91, -0.39, -0.11)  -0.46
C (-0.45, 0.35, -0.66)  -0.63
C (-3.18, 0.00, -0.05)  -0.32
H (-2.49, -0.90, -0.03)  0.20
H (0.02, 1.20, -1.17)  0.29
H (0.15, -1.57, 0.15)  0.28
H (0.62, -1.32, -1.53)  0.35
H (2.58, -1.26, -0.08)  0.32
H (2.32, 0.32, -0.84)  0.33
H (-0.68, 1.76, 1.03)  0.30
H (-1.28, 0.06, -1.32)  0.44
H (2.66, 0.51, 1.45)  0.29
H (-0.96, 0.06, 1.46)  0.35

***

ORCA calculation (ωB97M-V with the def2-TZVPD basis set) on C23H32NO4Zn as an isolated structure.

E: -3030.60070 Eh
Gap between HOMO and LUMO: 0.2313 Eh
Largest force on an atom: 3.27 eV/Å
LUMO energy: 0.0892 hartree
Net charge: -1
Energy relative to the best compared isomer or geometry (same formula, charge and spin): 0.000 eV

Last column: Mulliken charge in e.
Atoms and positions in Å:
Zn (1.14, 0.39, -0.32)  0.83
O (4.77, -2.66, -2.60)  -0.40
O (5.44, 1.13, -2.15)  -0.38
O (-3.13, -0.74, 0.12)  -0.71
O (0.95, -1.17, -1.87)  -0.65
N (-0.94, -0.82, -0.65)  0.31
C (-2.28, -1.15, -0.66)  0.07
C (3.95, -2.00, -1.57)  0.58
C (-1.51, 2.61, -0.89)  -0.41
C (4.61, -4.08, -2.38)  -0.56
C (6.65, 2.92, -3.46)  -1.73
C (6.69, 1.86, -2.37)  1.79
C (6.22, -0.01, -2.80)  -0.26
C (7.30, 2.43, -1.11)  -1.74
C (-0.50, 2.93, 0.04)  -0.98
C (0.04, 0.78, 2.67)  -0.54
C (-2.53, -2.13, -1.80)  -0.40
C (2.04, -0.13, 1.95)  -0.70
C (1.46, 0.92, 2.71)  -0.86
C (-0.91, 2.00, -2.02)  -0.98
C (0.50, 1.95, -1.81)  -0.44
C (-0.27, -1.44, -1.64)  0.09
C (4.02, -4.32, -0.95)  -0.66
C (-1.17, -2.34, -2.44)  -0.52
C (7.54, 0.71, -2.93)  -1.08
C (4.06, -2.90, -0.33)  -0.34
C (0.96, -0.97, 1.47)  -0.54
C (0.77, 2.51, -0.48)  -0.26
C (-0.28, -0.35, 1.90)  -0.33
H (8.26, 2.92, -1.34)  0.37
H (-1.15, -2.05, -3.50)  0.27
H (3.31, -2.70, 0.45)  0.08
H (3.10, -0.36, 1.84)  0.50
H (7.90, 0.90, -3.94)  0.33
H (7.64, 3.41, -3.52)  0.38
H (6.61, 3.21, -0.73)  0.39
H (6.45, 2.48, -4.44)  0.40
H (2.88, -1.90, -1.91)  -0.25
H (4.67, -4.97, -0.33)  0.34
H (5.03, -2.77, 0.17)  0.32
H (1.26, 1.67, -2.55)  0.74
H (4.36, -1.00, -1.42)  0.10
H (5.72, -0.29, -3.74)  0.27
H (-1.28, -0.70, 1.66)  0.39
H (-1.42, 1.72, -2.95)  0.48
H (-2.57, 2.87, -0.77)  0.38
H (-2.94, -3.06, -1.38)  0.22
H (-0.87, -3.39, -2.35)  0.26
H (2.00, 1.68, 3.28)  0.37
H (1.08, -2.01, 1.13)  0.56
H (-3.29, -1.69, -2.45)  0.24
H (6.38, -0.88, -2.14)  0.24
H (7.50, 1.64, -0.37)  0.37
H (-0.63, 3.45, 0.99)  0.39
H (3.98, -4.50, -3.21)  0.23
H (1.76, 2.81, -0.10)  0.70
H (5.65, -4.46, -2.49)  0.27
H (5.91, 3.69, -3.21)  0.38
H (8.31, 0.34, -2.25)  0.31
H (-0.70, 1.38, 3.20)  0.47
H (2.99, -4.69, -0.96)  0.30

***

ORCA calculation (ωB97M-V with the def2-TZVPD basis set) on a single C3H5NO2 molecule.

E: -322.42213 Eh
Gap between HOMO and LUMO: 0.3356 Eh
Largest force on an atom: 0.78 eV/Å
LUMO energy: -0.0011 hartree
Energy relative to the best compared isomer or geometry (same formula, charge and spin): 4.142 eV

Last column: Mulliken charge in e.
Atoms and positions in Å:
O (-1.88, 0.56, 0.13)  -0.17
O (-0.13, 1.99, 0.04)  -0.45
N (1.62, -0.43, -0.02)  -0.53
C (-2.21, -0.39, 0.98)  -0.26
C (0.29, -0.33, -0.58)  -0.42
C (-0.51, 0.88, -0.10)  0.44
H (1.70, 0.06, 0.86)  0.26
H (2.32, -0.07, -0.65)  0.26
H (-1.23, -0.79, 1.39)  0.21
H (-0.30, -1.24, -0.38)  0.38
H (0.33, -0.24, -1.67)  0.30